Version a
Entry from the OMol25 dataset: 3 unconnected molecules or ions with the total composition C2H10NO3 (ωB97M-V/def2-TZVPD).

Each line ends with the natural charge from an NBO analysis.
Atoms and positions in Å:
C -0.4302 -1.9586 -0.1084  -0.414
N -0.9812 -0.6375 -0.3873  -0.685
C -0.8975 0.2839 0.7970  0.121
O 0.1898 1.1055 0.7775  -0.961
H -0.1919 -2.4699 -1.0439  0.178
H -1.1753 -2.5781 0.4075  0.159
H 0.4719 -1.9486 0.5133  0.173
H -0.3875 -0.1966 -1.0826  0.355
H -0.9008 -0.3868 1.6728  0.097
H -1.8101 0.9100 0.7279  0.094
H 3.0991 -0.0911 0.6816  0.445
H 1.7788 0.4443 0.1380  0.516
O 2.5757 -0.0791 -0.1228  -1.003
H 0.0086 2.0421 -0.5579  0.502
H -1.1499 2.8234 -1.1454  0.440
O -0.1997 2.7370 -1.2674  -1.019

**LUMO energy**: 4.2 eV
**HOMO level**: -3.8 eV
**Total charge**: -1
**HOMO-LUMO gap**: 0.2928 Ha

Version b
Entry from the OMol25 dataset: 3 unconnected molecules or ions with the total composition C2H10NO3 (ωB97M-V/def2-TZVPD).

Each line ends with the natural charge from an NBO analysis.
Atoms and positions in Å:
C -2.0819 -0.7081 0.3110  -0.410
N -1.4540 0.6123 0.4323  -0.688
C -0.0064 0.6692 0.6595  0.110
O 0.6405 0.1965 -0.4693  -0.955
H -1.6343 -1.3810 -0.4626  0.186
H -3.1746 -0.5354 -0.0664  0.166
H -2.1667 -1.2030 1.3584  0.176
H -1.6885 1.1709 -0.4115  0.343
H 0.1849 0.0914 1.5633  0.118
H 0.3056 1.7955 0.9221  0.111
H 1.8278 -2.6611 -0.8532  0.447
H 0.9365 -1.3386 -0.3641  0.519
O 1.2576 -2.2823 -0.1891  -1.045
H 1.5761 1.4923 -0.8951  0.524
H 3.0944 1.8648 -0.5125  0.445
O 2.3831 2.2168 -1.0229  -1.046

**LUMO energy**: 4.2 eV
**HOMO level**: -3.8 eV
**Total charge**: -1
**HOMO-LUMO gap**: 0.2958 Ha

Version c
Entry from the OMol25 dataset: 3 unconnected molecules or ions with the total composition C2H10NO3 (ωB97M-V/def2-TZVPD).

Each line ends with the natural charge from an NBO analysis.
Atoms and positions in Å:
C -0.1721 -1.0321 -0.3204  -0.049
O 1.0139 -0.4603 -0.2258  -0.867
C -1.4413 -0.0109 0.0668  -0.234
N -0.9521 1.0928 0.8992  -0.878
H -0.2671 -1.5109 -1.2996  0.112
H -0.1517 -1.8538 0.3159  0.118
H -1.8985 0.3872 -0.9499  0.152
H -2.1639 -0.5837 0.4687  0.151
H -0.1427 0.7875 1.4616  0.392
H -0.5467 1.7945 0.3614  0.356
H 1.7680 -0.6826 2.5666  0.439
H 1.2838 -0.1698 1.0615  0.488
O 1.5745 0.0639 2.0795  -1.070
H 0.2300 0.6441 -2.8053  0.435
H 1.0780 0.4055 -1.4553  0.505
O 0.7880 1.1284 -2.2249  -1.050

**LUMO energy**: 4.3 eV
**HOMO level**: -4.2 eV
**Total charge**: -1
**HOMO-LUMO gap**: 0.3113 Ha

What is the stability order? It is version a, version b, version c, from most stable to least stable.

Version a
Entry from the OMol25 dataset: a molecular structure, H39O20 (ωB97M-V/def2-TZVPD).

Each line ends with the natural charge from an NBO analysis.
Atoms and positions in Å:
O 0.7679 -4.7271 -1.4528  -0.976
H 0.2265 -4.2744 -0.7267  0.472
O -4.0730 0.0540 -2.0075  -0.974
H -4.7501 0.5413 -1.5987  0.491
H -3.3538 0.4508 -2.4272  0.484
O 0.5004 -2.3075 -2.8581  -1.049
H -0.0145 -1.9960 -3.7052  0.500
H -0.2071 -2.2849 -2.0962  0.506
O -2.9282 -4.0656 -0.6462  -0.933
H -3.5914 -3.3185 -0.4265  0.463
H 0.9813 -4.0053 -2.0632  0.494
O 1.4541 -0.4870 4.4240  -0.928
H 0.8748 -0.8759 3.8106  0.457
H 1.6936 0.2646 3.9218  0.470
O -0.8539 -1.2990 -0.5998  -1.084
H -1.6456 -1.2816 -0.9988  0.463
H -2.3349 -3.4610 -1.2409  0.469
O 1.3738 2.5259 -1.4827  -0.965
H 2.0119 1.8566 -1.2201  0.479
H 1.3344 3.0131 -0.6859  0.485
O -2.2356 0.7831 2.5060  -1.021
H 5.2111 -2.4506 1.1394  0.463
H 0.5479 -0.2441 0.6579  0.504
O 2.0213 5.8353 -0.2972  -0.939
H 1.4135 5.5841 -1.0192  0.474
H 1.3609 5.9949 0.4401  0.466
O -1.7170 -1.5956 -3.5886  -0.968
H -1.6241 -0.6251 -3.3922  0.504
H -1.9544 -1.5524 -4.6091  0.475
O 5.2699 -1.8203 1.8472  -0.921
H -0.1919 -0.2052 -1.8175  0.530
H 5.4163 -1.0277 1.3906  0.458
O -0.9406 -1.2092 1.7824  -1.122
H -0.0456 -1.5348 2.0819  0.446
H -0.8056 -1.3542 0.5056  0.497
O -0.4081 0.5172 -2.5209  -1.060
H 0.4684 0.9980 -2.5553  0.501
H -2.9016 -0.1333 2.6942  0.471
O 1.2260 0.3212 0.1746  -0.979
H -1.3590 0.4025 2.0949  0.520
H 1.7148 -0.2496 -0.3120  0.470
O 2.9060 2.2610 0.7339  -0.988
H 2.4120 1.5253 1.0250  0.502
H 3.7919 2.0678 0.2760  0.479
O -1.1105 3.0153 -1.1557  -0.955
H -0.7337 2.6334 -0.4374  0.457
H -1.0043 2.3603 -1.8440  0.494
O 0.8147 2.4471 3.9776  -0.962
H 0.1525 2.8651 3.3904  0.483
H 0.6458 2.7860 4.9414  0.481
O -1.6760 -3.1587 3.3882  -1.000
H -2.5078 -2.8185 3.6603  0.437
H -1.5161 -2.3317 2.7127  0.494
O 3.3292 0.1026 -2.9283  -0.973
H 2.4632 -0.0909 -3.3010  0.494
H 3.9946 -0.5444 -3.0867  0.479
O -3.6866 2.6638 1.0420  -0.983
H -3.6085 1.8767 1.6057  0.492
H -2.8338 2.5885 0.5107  0.477

**LUMO energy**: 2.0 eV
**HOMO level**: -7.5 eV
**Total charge**: -1
**HOMO-LUMO gap**: 0.3475 Ha

Version b
Entry from the OMol25 dataset: 20 unconnected molecules or ions with the total composition H39O20 (ωB97M-V/def2-TZVPD).

Each line ends with the natural charge from an NBO analysis.
Atoms and positions in Å:
O 0.0084 -3.3553 4.4289  -0.943
H -0.4729 0.3226 4.2248  0.506
O -4.8639 0.1554 -2.1781  -0.944
H -4.2675 -0.5900 -2.0299  0.472
H -4.5408 0.8257 -1.5578  0.472
O 5.3217 -1.6662 -1.0415  -0.958
H 4.4988 -2.1372 -0.9721  0.467
H 5.2573 -0.8431 -0.5221  0.473
O 3.5070 -0.2765 -2.4190  -0.951
H 2.9357 -0.8989 -2.8553  0.460
H 0.2521 -0.4714 -2.0344  0.490
O 0.8579 0.2779 -2.1527  -0.968
H -0.5816 -2.8616 5.0675  0.471
H 0.6203 0.8734 -1.4345  0.479
O 0.4363 1.3950 1.7699  -1.024
H -0.2346 -2.9193 3.6062  0.472
H 2.9381 0.3124 -1.9158  0.488
O -1.6427 -0.1993 -2.8326  -0.992
H -1.9426 -0.1397 -3.7895  0.489
H -1.8571 -1.1468 -2.6419  0.492
O 2.8436 2.5079 -4.0345  -0.941
H -0.4478 0.7978 1.7709  0.513
H 3.6840 -4.5181 1.2642  0.479
O -1.5077 3.1612 -2.9580  -0.954
H -1.7604 3.4722 -2.0928  0.463
H -1.4871 2.1955 -2.9679  0.491
O -1.3084 -1.3551 -5.1220  -0.949
H -1.0343 -0.6669 -5.7323  0.477
H -0.6578 -2.0476 -5.2436  0.480
O -1.1646 -0.4009 2.2173  -1.267
H -2.1233 3.3499 4.1613  0.466
H -0.6511 -1.1957 2.1402  0.433
O -0.9671 0.6911 5.0156  -0.977
H -1.8398 0.6933 4.6069  0.462
H -0.0694 2.2001 2.2170  0.444
O -2.7795 3.8964 3.7352  -0.931
H -3.3140 3.2194 3.2377  0.460
H 2.8147 2.5581 -3.0568  0.477
O 2.8145 -4.5248 1.6785  -0.956
H 2.6166 3.3865 -4.3605  0.463
H 2.9828 -4.3896 2.6092  0.478
O -1.6562 -2.5612 -1.1699  -0.972
H -1.1349 -3.3439 -0.9489  0.481
H -1.9250 -2.1884 -0.3329  0.498
O 2.4541 0.8674 3.1716  -1.001
H 2.4820 0.8214 4.1491  0.452
H 1.6085 1.3220 2.8745  0.500
O -3.6344 -1.4907 2.8403  -0.993
H -2.8307 -0.8949 2.7560  0.509
H -3.3676 -1.9105 3.7419  0.446
O 1.1355 3.7996 -1.5077  -0.929
H 1.8964 3.8449 -0.8777  0.461
H 0.4787 3.6643 -0.7715  0.469
O -2.9195 2.7884 1.3879  -0.941
H -2.2322 2.2985 0.8997  0.484
H -3.2913 2.1053 1.9708  0.461
O 3.2069 -3.5018 -1.1380  -1.016
H 3.4478 -2.9343 -1.8787  0.507
H 2.5479 -3.4304 -0.4586  0.524

**LUMO energy**: 1.9 eV
**HOMO level**: -6.6 eV
**Total charge**: -1
**HOMO-LUMO gap**: 0.3129 Ha

What is the stability order? It is version b, version a, from most stable to least stable.

Version a
Entry from the OMol25 dataset: 2 unconnected molecules or ions with the total composition CH5N2O (ωB97M-V/def2-TZVPD).

Each line ends with the natural charge from an NBO analysis.
Atoms and positions in Å:
C -0.4477 0.1789 -0.3333  0.325
N -0.5503 -1.0341 -0.7783  -0.714
N 0.4738 0.5562 0.5189  -0.145
O 0.8834 1.7797 0.8554  -0.429
H -1.3097 0.8037 -0.7453  0.267
H -1.4293 -1.3954 -1.1457  0.446
H 0.1052 -1.8138 -0.6646  0.426
H 1.3715 -0.9048 0.4990  0.317
H 0.9031 1.8295 1.7939  0.506

**LUMO energy (alpha / beta)**: -6.5 / -6.5 eV
**HOMO level (alpha / beta)**: -15.6 / -15.6 eV
**Total charge**: +1
**HOMO-LUMO gap (alpha / beta)**: 0.3356 / 0.3355 Ha

Version b
Entry from the OMol25 dataset: a gas-phase ion, CH5N2O (charge +1) (ωB97M-V/def2-TZVPD).

Each line ends with the natural charge from an NBO analysis.
Atoms and positions in Å:
N 0.8344 0.3608 -0.4209  -0.729
C -0.6003 0.2932 0.0142  0.274
N -1.0344 -0.8368 0.9899  -0.221
O -1.2322 -0.8059 -0.4779  -0.335
H 1.1317 -0.5679 -0.7634  0.475
H 1.2507 0.7424 0.4265  0.463
H 1.1117 1.0459 -1.2057  0.478
H -1.1710 1.2253 0.3711  0.264
H -0.2906 -1.4569 1.0661  0.330

**LUMO energy**: -4.5 eV
**HOMO level**: -15.8 eV
**Total charge**: +1
**HOMO-LUMO gap**: 0.4158 Ha
**SMILES**: [NH3+][C@@H]1NO1

What is the stability order? It is version b, version a, from most stable to least stable.

Version a
Entry from the OMol25 dataset: 2 unconnected molecules or ions with the total composition C2H7NO3 (ωB97M-V/def2-TZVPD).

Each line ends with the natural charge from an NBO analysis.
Atoms and positions in Å:
O -2.5822 0.9341 0.0751  -0.588
C -2.6226 -0.2114 -0.2498  0.654
O -1.5527 -1.0085 -0.4309  -0.722
H -3.5017 -0.8154 -0.5000  0.104
H -0.7696 -0.4065 -0.4440  0.506
N 0.7578 0.7535 -0.3594  -0.869
C 1.6689 0.0945 0.6097  0.093
O 1.4207 -1.2674 0.7692  -0.703
H 0.5456 1.7093 -0.0926  0.385
H 1.3341 0.9261 -1.1843  0.363
H 2.7077 0.2743 0.3063  0.137
H 1.5301 0.6206 1.5577  0.166
H 1.0638 -1.6030 -0.0569  0.473

**LUMO energy**: 0.7 eV
**HOMO level**: -10.4 eV
**Total charge**: 0
**HOMO-LUMO gap**: 0.4080 Ha
**SMILES**: O=CO.NCO

Version b
Entry from the OMol25 dataset: 2 unconnected molecules or ions with the total composition C2H7NO3 (ωB97M-V/def2-TZVPD).

Each line ends with the natural charge from an NBO analysis.
Atoms and positions in Å:
N 1.6612 -0.2790 -0.1308  -0.858
C 0.8321 -1.1088 0.6443  -0.330
C -0.6015 -0.6354 0.6838  0.790
O -1.0254 0.3009 0.0443  -0.641
O -1.4326 -1.2658 1.5458  -0.677
H 1.3766 0.0032 -1.0576  0.393
H 2.3535 0.3116 0.2856  0.387
H 1.1094 -1.2416 1.6944  0.236
H 0.8326 -2.1679 0.3321  0.211
H -2.2638 -0.8037 1.4766  0.497
O -0.7727 2.5629 -1.7672  -0.989
H -1.2662 2.5494 -2.5618  0.472
H -0.8031 1.7743 -1.1895  0.508

**LUMO energy**: 0.7 eV
**HOMO level**: -9.5 eV
**Total charge**: 0
**HOMO-LUMO gap**: 0.3723 Ha
**SMILES**: NCC(=O)O.O

Version c
Entry from the OMol25 dataset: 2 unconnected molecules or ions with the total composition C2H7NO3 (ωB97M-V/def2-TZVPD).

Each line ends with the natural charge from an NBO analysis.
Atoms and positions in Å:
C -0.1990 1.7451 1.5451  -0.291
N -0.7078 -0.3696 -0.8737  -0.687
O -0.1234 0.5448 0.8740  -0.451
H -0.9035 0.5072 -1.3334  0.395
H -1.4289 -0.7826 -0.2967  0.401
H -1.1531 1.8883 2.0754  0.157
H 0.0383 2.6221 0.9234  0.169
H 0.5932 1.7002 2.3163  0.216
C 0.7185 -1.0537 -1.0077  0.479
O 0.5237 -2.2696 -1.6866  -0.685
O 1.2105 -1.2325 0.1930  -0.306
H 0.1120 -2.8689 -1.0416  0.472
H 1.3194 -0.4309 -1.6875  0.133

**LUMO energy (alpha / beta)**: -0.7 / -2.0 eV
**HOMO level (alpha / beta)**: -9.4 / -9.0 eV
**Total charge**: 0
**HOMO-LUMO gap (alpha / beta)**: 0.3209 / 0.2575 Ha

Version d
Entry from the OMol25 dataset: C2H7NO3 in the gas phase (ωB97M-V/def2-TZVPD).

Each line ends with the natural charge from an NBO analysis.
Atoms and positions in Å:
C 0.4721 -0.9600 -1.8236  -0.643
C 0.2946 -0.1319 -0.5627  0.340
O -0.2294 1.1461 -0.8907  -0.735
O -0.5219 -0.7805 0.3599  -0.260
O 0.0016 -0.1685 1.7043  -0.187
N -0.7656 0.9001 2.1962  -0.528
H 1.1527 -0.4650 -2.5214  0.229
H -0.4914 -1.0991 -2.3241  0.221
H 0.8573 -1.9533 -1.5782  0.221
H 1.2798 0.0166 -0.0615  0.149
H -0.6245 1.4392 -0.0450  0.482
H -1.3089 0.4797 2.9507  0.352
H -0.1163 1.5765 2.5962  0.360

**LUMO energy**: 0.7 eV
**HOMO level**: -10.3 eV
**Total charge**: 0
**HOMO-LUMO gap**: 0.4031 Ha
**SMILES**: C[C@@H](O)OON

What is the stability order? It is version b, version a, version d, version c, from most stable to least stable.

Version a
Entry from the OMol25 dataset: 2 unconnected molecules or ions with the total composition C2H7NO3 (ωB97M-V/def2-TZVPD).

Each line ends with the natural charge from an NBO analysis.
Atoms and positions in Å:
O -0.5284 1.4347 0.9912  -0.633
C -0.2387 1.4429 -0.1998  0.510
N 0.6670 0.6221 -0.7680  -0.616
C 1.4057 -0.4206 -0.0945  0.081
O 0.7405 -1.6613 -0.0060  -0.731
H -0.5392 2.2693 -0.8252  0.133
H 0.7485 0.6511 -1.7720  0.400
H 2.3296 -0.5553 -0.6368  0.179
H 1.6337 -0.0769 0.9145  0.178
H -0.1883 -1.4919 0.2309  0.496
O -2.0306 -0.9604 0.4035  -0.963
H -1.6000 -0.0930 0.4889  0.484
H -2.3998 -1.1608 1.2733  0.482

**LUMO energy**: 0.7 eV
**HOMO level**: -10.5 eV
**Total charge**: 0
**HOMO-LUMO gap**: 0.4123 Ha
**SMILES**: O=CNCO.O

Version b
Entry from the OMol25 dataset: 2 unconnected molecules or ions with the total composition C2H7NO3 (ωB97M-V/def2-TZVPD).

Each line ends with the natural charge from an NBO analysis.
Atoms and positions in Å:
O -0.8394 1.6760 0.0639  -0.603
C 0.0843 1.3716 0.7720  0.535
N 1.1243 0.4475 0.4307  -0.655
C 1.0505 -0.3185 -0.7856  0.080
O 0.5496 -1.6251 -0.7933  -0.728
H 0.1200 1.3725 1.9136  0.124
H 1.7725 0.2607 1.1796  0.400
H 2.0157 -0.3558 -1.1624  0.174
H 0.3250 0.3069 -1.5974  0.165
H -0.3823 -1.4933 -0.4796  0.494
O -1.8419 -0.8793 0.3373  -0.959
H -1.4980 0.0494 0.4839  0.490
H -2.4802 -0.8125 -0.3626  0.480

**LUMO energy**: 0.7 eV
**HOMO level**: -10.3 eV
**Total charge**: 0
**HOMO-LUMO gap**: 0.4050 Ha
**SMILES**: O=CNCO.O

What is the stability order? It is version a, version b, from most stable to least stable.

Version a
Entry from the OMol25 dataset: a molecular structure, C2H3ClO2 (ωB97M-V/def2-TZVPD).

Each line ends with the natural charge from an NBO analysis.
Atoms and positions in Å:
C -1.6778 0.5303 0.2276  0.206
C 1.0352 -0.2842 0.2571  0.257
O -0.7148 -0.0878 -0.2779  -0.496
O 1.3312 -1.4824 -0.1498  -0.637
Cl 2.0645 1.0267 -0.1853  -0.064
H -2.6279 0.1138 0.6665  0.149
H -1.5515 1.6722 0.1422  0.121
H 2.1410 -1.4886 -0.6804  0.465

**LUMO energy (alpha / beta)**: 0.0 / 0.0 eV
**HOMO level (alpha / beta)**: -7.6 / -7.6 eV
**Total charge**: 0
**HOMO-LUMO gap (alpha / beta)**: 0.2813 / 0.2812 Ha

Version b
Entry from the OMol25 dataset: C2H3ClO2 in the gas phase (ωB97M-V/def2-TZVPD).

Each line ends with the natural charge from an NBO analysis.
Atoms and positions in Å:
C 0.4720 0.6369 -0.5369  -0.131
C -1.1798 0.0832 1.4090  0.472
O -0.3403 -0.0194 0.3663  -0.486
O -1.4186 -1.0689 2.0777  -0.676
Cl -1.2002 1.5065 2.3795  -0.015
H 0.6306 0.0621 -1.4253  0.172
H 0.5610 1.7053 -0.4870  0.166
H -0.9872 -1.8021 1.6175  0.498

**LUMO energy (alpha / beta)**: 0.4 / 0.4 eV
**HOMO level (alpha / beta)**: -8.1 / -7.4 eV
**Total charge**: 0
**HOMO-LUMO gap (alpha / beta)**: 0.3133 / 0.2846 Ha

What is the stability order? It is version b, version a, from most stable to least stable.